Entry 1:
{"formula": "C14H20FNO3S", "method": "ωB97M-V with the def2-TZVPD basis set", "species": ["C", "C", "C", "H", "H", "C", "N", "S", "O", "O", "C", "C", "O", "C", "H", "H", "H", "H", "H", "H", "C", "C", "C", "C", "C", "C", "C", "H", "H", "H", "H", "F", "H", "H", "H", "H", "H", "H", "H", "H"], "coordinates": [[2.4068, 2.7068, -0.4433], [3.3186, 1.7665, 0.3348], [2.5623, 0.7554, 1.1990], [1.9148, 1.2855, 1.8985], [3.2886, 0.1867, 1.7854], [1.7405, -0.2494, 0.3812], [0.4916, 0.2781, -0.1153], [0.1063, -0.1948, -1.6457], [-1.0123, 0.5639, -2.1098], [1.3183, -0.1621, -2.4158], [-0.3906, -1.9518, -1.5671], [0.5639, -2.7470, -0.6892], [0.4725, -2.3611, 0.6672], [1.5096, -1.5533, 1.1776], [1.1954, -1.3306, 2.2011], [2.4520, -2.1188, 1.2178], [1.5865, -2.6412, -1.0659], [0.2872, -3.8085, -0.7250], [-1.4051, -1.9746, -1.1823], [-0.3645, -2.2996, -2.5953], [-0.4771, 0.8789, 0.7871], [-1.8938, 0.4593, 0.5104], [-2.8100, 1.3513, -0.0348], [-4.1146, 0.9904, -0.3126], [-4.5305, -0.2989, -0.0320], [-3.6460, -1.2013, 0.5334], [-2.3415, -0.8228, 0.8039], [-1.6531, -1.5290, 1.2447], [-3.9718, -2.2038, 0.7678], [-5.5459, -0.5942, -0.2482], [-4.7831, 1.7177, -0.7450], [-2.4337, 2.6213, -0.2743], [-0.4040, 1.9695, 0.7039], [-0.2185, 0.5818, 1.8079], [2.3038, -0.4858, -0.5260], [3.9563, 1.2262, -0.3675], [3.9679, 2.3544, 0.9891], [1.8041, 2.1545, -1.1588], [3.0037, 3.4346, -0.9881], [1.7455, 3.2460, 0.2314]], "total_charge": 0, "relative_energy_kcal_mol": 9.3, "smiles": "CCC[C@H]1COCCS(=O)(=O)N1Cc1ccccc1F", "spin_multiplicity": 1}


Entry 2:
{"formula": "C10H23BrN3O", "method": "ωB97M-V with the def2-TZVPD basis set", "species": ["C", "O", "C", "C", "C", "C", "C", "C", "C", "C", "N", "Br", "C", "N", "N", "H", "H", "H", "H", "H", "H", "H", "H", "H", "H", "H", "H", "H", "H", "H", "H", "H", "H", "H", "H", "H", "H", "H"], "coordinates": [[2.9593, -2.4178, 0.5468], [3.1922, -1.5752, -0.6004], [4.0297, -0.4869, -0.1725], [3.4108, 0.9489, -0.3483], [1.8690, 1.0120, -0.6293], [1.0431, 1.8585, 0.4356], [-0.4588, 1.8996, -0.0993], [-1.5126, 1.7908, 1.0737], [-1.6066, 0.3356, 1.6725], [-2.7869, -0.5390, 1.0778], [-3.2613, -0.0400, -0.2519], [-5.0897, 0.4272, -0.2227], [-2.9936, -0.9469, -1.3186], [-3.2533, -2.3354, -1.3063], [-2.4365, -0.4453, -2.4467], [2.3239, -3.2855, 0.2263], [2.4638, -1.8468, 1.3828], [3.9238, -2.8293, 0.9585], [4.9564, -0.5256, -0.8156], [4.4022, -0.6829, 0.8700], [3.6156, 1.5114, 0.6070], [3.9379, 1.5115, -1.1614], [1.3467, 0.0313, -0.7264], [1.7200, 1.5608, -1.6030], [1.0532, 1.3747, 1.4509], [1.4748, 2.8861, 0.4963], [-0.6135, 1.1002, -0.8810], [-0.5990, 2.8715, -0.6462], [-2.5126, 2.2083, 0.7719], [-1.1585, 2.4568, 1.9044], [-1.7780, 0.4486, 2.7741], [-0.6372, -0.2209, 1.5629], [-3.6295, -0.5350, 1.8059], [-2.4119, -1.5888, 0.9866], [-4.1002, -2.5601, -0.7751], [-2.4837, -2.8848, -0.9168], [-1.4442, -0.2160, -2.3808], [-2.9550, -0.2715, -3.3018]], "total_charge": 1, "smiles": "COCCCCCCCCN(Br)C(N)=[NH2+]", "spin_multiplicity": 1}


Entry 3:
{"formula": "C22H17BrIN9O3RuS", "method": "ωB97M-V with the def2-TZVPD basis set", "species": ["Ru", "N", "C", "N", "N", "N", "N", "C", "N", "N", "N", "N", "H", "I", "C", "H", "H", "O", "S", "C", "C", "C", "C", "C", "C", "C", "C", "C", "C", "C", "C", "H", "H", "H", "H", "H", "H", "H", "H", "H", "H", "Br", "C", "C", "C", "C", "C", "C", "C", "O", "O", "H", "H", "H", "H"], "coordinates": [[0.8844, -1.4980, -0.0719], [-0.5739, -3.9435, -2.0353], [-1.1969, -3.5726, -0.8768], [-2.3326, -4.0683, -0.4464], [-2.5761, -3.3871, 0.7065], [-1.6592, -2.5495, 0.9659], [-0.7370, -2.6167, -0.0506], [0.4601, -3.2292, -2.6017], [0.9253, -3.4320, -3.8185], [1.9316, -2.5431, -3.9340], [2.0614, -1.8525, -2.8613], [1.1233, -2.2637, -1.9724], [-1.0088, -4.6581, -2.5944], [2.2870, -3.5814, 0.9539], [2.8462, -1.7466, 0.2024], [3.4043, -1.8338, -0.7236], [3.2142, -1.1006, 0.9906], [1.5386, 0.3577, -0.4873], [1.3776, 0.9320, -1.9334], [1.1612, 2.6540, -1.5697], [0.7018, 3.0579, -0.3230], [0.5406, 4.4132, -0.0910], [0.8309, 5.3339, -1.0909], [1.2959, 4.9108, -2.3266], [1.4782, 3.5578, -2.5713], [-0.2823, 0.4510, -2.3632], [-0.6205, 0.4129, -3.7064], [-1.8670, -0.0784, -4.0578], [-2.7384, -0.5471, -3.0803], [-2.3841, -0.5028, -1.7419], [-1.1480, 0.0132, -1.3709], [0.4894, 2.3249, 0.4435], [0.1871, 4.7522, 0.8731], [0.7029, 6.3906, -0.8993], [1.5329, 5.6326, -3.0957], [1.8671, 3.2154, -3.5222], [0.0853, 0.7260, -4.4652], [-2.1489, -0.1249, -5.1004], [-3.6951, -0.9607, -3.3678], [-3.0516, -0.8807, -0.9790], [-0.9000, 0.1165, -0.3141], [-2.3879, 1.2894, 7.5226], [-1.3215, 0.6963, 6.0734], [0.0593, 0.7333, 6.1913], [0.8321, 0.2938, 5.1292], [0.2305, -0.1588, 3.9607], [-1.1551, -0.1933, 3.8623], [-1.9388, 0.2290, 4.9244], [1.1024, -0.6179, 2.8292], [2.2653, -0.9519, 3.0158], [0.5053, -0.6019, 1.6816], [0.5189, 1.0957, 7.0997], [1.9118, 0.2927, 5.1932], [-1.6120, -0.5816, 2.9612], [-3.0174, 0.1940, 4.8641]], "total_charge": 0, "relative_energy_kcal_mol": 0.0, "spin_multiplicity": 1}


Entry 4:
{"formula": "C4H8N2", "method": "ωB97M-V with the def2-TZVPD basis set", "species": ["C", "N", "C", "C", "C", "N", "H", "H", "H", "H", "H", "H", "H", "H"], "coordinates": [[1.9332, -0.2691, 0.1759], [0.5548, -0.3883, 0.6253], [-0.4261, 0.2569, -0.2433], [-1.6254, -0.6574, -0.5038], [-0.8837, 1.5550, 0.3084], [-1.2556, 2.5416, 0.7858], [2.0670, -0.8566, -0.7398], [2.5897, -0.6976, 0.9372], [2.2627, 0.7638, -0.0252], [0.4578, -0.0528, 1.5758], [0.0580, 0.4812, -1.2024], [-2.3487, -0.1889, -1.1789], [-1.2574, -1.5842, -0.9514], [-2.1262, -0.9035, 0.4365]], "total_charge": 0, "relative_energy_kcal_mol": 13.9, "smiles": "CN[C@@H](C)C#N", "spin_multiplicity": 1}


Number 1: frontier orbital gap 9.811 eV. Number 2: frontier orbital gap 5.570 eV. Number 3: frontier orbital gap 6.287 eV. Number 4: frontier orbital gap 10.472 eV.